No. 1
A cluster of 16 separate species, C18H61F3NO20S in total, computed with wB97M-V/def2-TZVPD.

Summary:
2S+1: 2
frontier orbital gap (spin up / spin down): 8.9 / 9.8 eV
total charge: 0

Cartesian coordinates (Å):
C1 -5.87909 -0.08392 -6.37640
C2 -5.89818 -0.62462 -4.97393
O1 -6.81528 -0.44356 -4.22165
O2 -4.76941 -1.28618 -4.64042
C3 -4.89570 -2.12503 -3.46213
C4 -4.37870 -1.40474 -2.21959
C5 -2.93334 -1.78443 -1.83457
C6 -2.02362 -0.55599 -1.58351
C7 -1.23721 -0.64419 -0.25136
C8 0.27383 -0.69295 -0.49568
C9 1.17763 -0.17093 0.65703
S1 0.67086 -1.18840 2.08208
O3 -0.49379 -0.66058 2.73629
O4 0.50496 -2.53421 1.60834
C10 1.93966 -1.31620 3.43477
F1 2.11850 -0.13833 4.06256
F2 3.11028 -1.80981 3.03631
F3 1.40949 -2.17127 4.32114
C11 0.79841 1.30975 0.89618
C12 1.92942 2.34479 1.04952
C13 2.25892 2.63737 2.54160
C14 1.35227 3.66592 0.49675
N1 3.13976 2.03814 0.25322
O5 3.06223 2.41119 -0.97151
C15 3.67837 0.67024 0.44148
C16 4.42470 0.50456 1.77009
C17 4.76391 0.47349 -0.62929
C18 2.63525 -0.44178 0.21115
H1 -6.89006 0.10575 -6.69759
H2 -5.31706 0.84733 -6.35250
H3 -5.36774 -0.74774 -7.06428
H4 -5.90696 -2.49179 -3.33835
H5 -4.26802 -2.99228 -3.64868
H6 -4.50477 -0.33403 -2.33702
H7 -5.03752 -1.69938 -1.40372
H8 -2.48748 -2.36866 -2.63872
H9 -2.98137 -2.43019 -0.96136
H10 -1.35622 -0.41103 -2.42837
H11 -2.68394 0.29958 -1.56986
H12 -1.52185 -1.58338 0.20919
H13 -1.54541 0.18739 0.37311
H14 0.51229 -0.06509 -1.35254
H15 0.58212 -1.69738 -0.77347
H16 0.19235 1.62579 0.05371
H17 0.15565 1.42851 1.76228
H18 1.66191 1.98609 3.16826
H19 3.32133 2.58623 2.75261
H20 1.95613 3.65083 2.78920
H21 0.61573 4.01539 1.21927
H22 0.82876 3.53365 -0.44337
H23 2.12570 4.42346 0.43444
H24 5.20900 1.25283 1.85281
H25 4.91185 -0.46311 1.73536
H26 3.78197 0.61739 2.63635
H27 5.41246 1.33175 -0.69379
H28 4.33345 0.31609 -1.61392
H29 5.33970 -0.42393 -0.41807
H30 2.61404 -0.62642 -0.85714
H31 3.03714 -1.35386 0.64505
O6 -2.12530 -2.61484 -5.34187
H32 -2.30873 -3.40739 -5.86294
H33 -2.99000 -2.22021 -5.17932
O7 3.27358 -0.19128 6.80603
H34 2.96661 -0.27204 5.89631
H35 4.19059 0.09325 6.72771
O8 -0.38162 2.85853 4.33607
H36 -0.28531 3.35981 5.15183
H37 -1.05224 2.19724 4.53927
O9 2.47259 5.71265 2.90292
H38 2.05220 6.38593 2.35731
H39 2.68269 6.16851 3.72477
O10 -3.08003 1.55806 -3.62051
H40 -3.28762 0.75740 -4.11727
H41 -3.93743 1.96510 -3.45751
O11 -3.39414 -1.18190 2.46436
H42 -3.79737 -0.40489 2.06032
H43 -2.44343 -1.01032 2.44357
O12 7.54981 1.91318 -0.00368
H44 7.21424 2.72956 -0.39386
H45 8.48917 1.91382 -0.20864
O13 -2.33342 -5.32048 -6.81198
H46 -1.86088 -6.14840 -6.68260
H47 -3.26292 -5.57114 -6.80983
O14 5.75458 2.83386 -2.17611
H48 5.92441 3.28022 -3.01167
H49 4.84468 3.07829 -1.94745
O15 -1.96693 -4.92053 1.18704
H50 -1.39405 -4.22350 1.53229
H51 -1.49807 -5.24616 0.41141
O16 -5.65308 0.92049 2.61564
H52 -5.54041 1.49068 3.38184
H53 -6.35870 0.31659 2.86725
O17 -6.52479 1.39160 -9.04169
H54 -6.31348 1.81272 -9.88063
H55 -7.43042 1.66276 -8.86136
O18 -0.71912 -6.93203 3.24402
H56 -1.13318 -6.31803 2.62254
H57 -0.58968 -6.41238 4.04223
O19 6.67095 -0.52637 4.14102
H58 7.10740 -1.36907 4.30077
H59 5.73345 -0.74263 4.12241
O20 2.13445 1.83784 9.06973
H60 2.75350 2.52469 9.33278
H61 2.55394 1.40666 8.31503

Forces on atoms 1 to 2 (eV/Å):
0.56 -0.14 0.35
-0.29 0.50 -0.54

=====

No. 2
The ion C9H8BrN2 with charge +1, computed with wB97M-V/def2-TZVPD.

Summary:
SMILES: C=C1N=c2cccc[n+]2=C1CBr
frontier orbital gap: 6.7 eV
total charge: +1
relative energy (zero: lowest compared OMol25 entry of this formula, charge and spin): 4.4 kJ/mol

Cartesian coordinates (Å):
C1 -2.21003 -0.29815 -2.24344
C2 -1.37870 0.13981 -1.26520
N1 -1.53097 1.06900 -0.30524
C3 -0.60417 1.07085 0.51589
C4 -0.33773 1.93379 1.54685
C5 0.72481 1.70532 2.28806
C6 1.52046 0.48781 2.20806
C7 1.30696 -0.30385 1.11489
N2 0.35632 -0.05298 0.25877
C8 -0.01708 -0.64957 -0.88500
C9 0.69539 -1.67212 -1.62334
Br1 0.10890 -3.55564 -1.07252
H1 -3.25025 0.02530 -2.15097
H2 -1.91265 -1.25701 -2.64207
H3 -0.95797 2.80514 1.54000
H4 0.93548 2.23972 3.15050
H5 2.40993 0.23676 2.92524
H6 2.02990 -1.05155 0.88536
H7 1.75483 -1.34493 -1.65961
H8 0.35659 -1.52767 -2.58623

Forces on atoms 1 to 2 (eV/Å):
0.17 -0.34 2.67
2.83 -2.66 -0.02

=====

No. 3
A structure of composition C26H35BF6N4P2Ru, computed with wB97M-V/def2-TZVPD.

Summary:
2S+1: 2
frontier orbital gap (spin up / spin down): 6.9 / 7.5 eV
total charge: +1
relative energy (zero: lowest compared OMol25 entry of this formula, charge and spin): 142.0 kJ/mol

Cartesian coordinates (Å):
Ru1 -0.31940 0.18969 -0.04180
F1 3.51394 -3.30642 -1.85703
C1 2.69745 -2.26885 -2.09987
C2 1.59594 -2.06060 -1.28034
C3 0.72737 -1.01695 -1.56201
C4 0.95620 -0.16728 -2.66813
C5 2.12936 -0.36488 -3.40488
F2 2.46203 0.46028 -4.41235
C6 2.99027 -1.42028 -3.15271
C7 -0.08986 0.81899 -2.99716
C8 -0.01327 1.78561 -3.99880
C9 -1.08124 2.64913 -4.18829
C10 -2.22625 2.50415 -3.42600
C11 -2.23859 1.50001 -2.46690
N1 -1.20012 0.71700 -2.24609
H1 1.41796 -2.73987 -0.45596
H2 3.85459 -1.58948 -3.77386
H3 0.87316 1.90028 -4.59805
H4 -1.00713 3.43674 -4.92176
H5 -3.07052 3.16206 -3.54096
H6 -3.11576 1.33042 -1.85482
C12 -1.20116 -2.51079 3.08182
P1 -0.32461 -1.07582 2.33446
C13 -0.84201 0.22028 3.53026
C14 1.41993 -1.26153 2.82919
C15 1.83237 -2.24299 3.72317
C16 3.15170 -2.29967 4.13376
C17 4.06837 -1.37547 3.66269
C18 3.66487 -0.40094 2.76798
C19 2.34699 -0.33587 2.33668
P2 1.81162 0.94886 1.14302
C20 3.18390 0.99285 -0.07146
C21 2.09845 2.54028 2.00166
H7 -1.06386 -2.52458 4.16302
H8 -0.85700 -3.44421 2.64034
H9 -2.26479 -2.39433 2.87044
H10 -0.30319 0.06854 4.46683
H11 -1.91295 0.13723 3.70880
H12 -0.62739 1.20774 3.12890
H13 1.12583 -2.95793 4.11653
H14 3.46250 -3.07153 4.81809
H15 5.09152 -1.39945 4.00110
H16 4.38379 0.31166 2.39630
H17 4.08417 1.40765 0.37828
H18 2.87386 1.64195 -0.89102
H19 3.39564 -0.00365 -0.45337
H20 3.15085 2.65134 2.26178
H21 1.47759 2.62569 2.89107
H22 1.81027 3.33496 1.31270
C22 -2.79000 -2.16657 -0.34408
N2 -3.88021 -1.27771 -0.00907
C23 -5.18986 -1.69209 -0.46168
C24 -3.66154 -0.08158 0.58402
N3 -2.46028 0.40354 0.69441
N4 -4.76604 0.62440 1.03222
C25 -5.60946 0.04546 2.06236
C26 -4.63387 2.06305 1.17898
H23 -2.68203 -2.95195 0.40877
H24 -1.83645 -1.60712 -0.41910
H25 -2.97606 -2.64290 -1.30594
H26 -5.10890 -2.10539 -1.46828
H27 -5.85841 -0.83750 -0.49132
H28 -5.62179 -2.45967 0.18467
H29 -2.41532 1.30594 1.16002
H30 -5.57037 -1.03927 2.04530
H31 -6.64062 0.37005 1.92036
H32 -5.28507 0.38750 3.05263
H33 -4.09400 2.47746 0.33107
H34 -4.12406 2.35250 2.10526
H35 -5.63554 2.49070 1.19634
F3 0.20331 2.55826 -0.71930
B1 -0.70041 3.33175 0.09506
F4 -1.95840 3.25627 -0.43744
F5 -0.72170 2.60124 1.30985
F6 -0.23753 4.57894 0.26270

Forces on atoms 1 to 2 (eV/Å):
0.09 -0.67 0.74
-0.11 0.17 -0.02

=====

No. 4
A cluster of 2 separate species, C2H2OS2 in total, computed with wB97M-V/def2-TZVPD.

Summary:
SMILES: O=C=S.C=S
frontier orbital gap: 8.5 eV
total charge: 0
relative energy (zero: lowest compared OMol25 entry of this formula, charge and spin): 14.8 kJ/mol

Cartesian coordinates (Å):
O1 3.32343 -1.33597 -1.06275
C1 3.78495 -0.60704 -0.29480
S1 4.44920 0.35193 0.70799
C2 0.05596 0.34261 -0.16831
S2 1.22751 1.24401 -0.79662
H1 -0.98345 0.61876 -0.27258
H2 0.27330 -0.56257 0.38118

Forces on atoms 1 to 2 (eV/Å):
0.03 0.09 0.21
-0.34 -0.86 -0.95

=====

The records above give, respectively, E_tot values of -81080.98686, -82475.63580, -71631.89530, -25823.58844 eV.
The records above give, respectively, largest force on an atom values of 1.81, 5.21, 2.35, 1.33 eV Å⁻¹.